{"formula": "C4H11PS3", "method": "ωB97M-V/def2-TZVPD", "elements": ["C", "C", "C", "C", "P", "S", "S", "S", "H", "H", "H", "H", "H", "H", "H", "H", "H", "H", "H"], "xyz": [[-0.88626, 1.70417, 0.16320], [-0.28480, -0.77320, -1.44394], [-0.38567, -1.10267, 1.14139], [0.02837, -0.36517, -0.07139], [1.68673, 0.27364, -0.08837], [2.34258, 1.40887, -1.53292], [2.18947, 1.08127, 1.94128], [2.64337, -1.84752, -0.29649], [-0.51901, 2.39817, 0.76718], [-1.16102, 2.01957, -0.82502], [-1.78284, 1.18429, 0.45627], [0.35571, -1.63121, -1.65455], [0.04977, 0.05602, -2.03348], [-1.25423, -1.05200, -1.59746], [-0.55178, -0.40499, 1.92149], [-1.32246, -1.70203, 0.93066], [0.38372, -1.96164, 1.28697], [1.48244, 0.10925, 2.47672], [3.48785, -1.56545, -1.25623]], "atomic_forces_ev_per_a": [[-1.7, -6.0, -3.3], [2.3, 0.0, 0.3], [-0.1, -3.1, -1.3], [-0.7, 4.2, 0.8], [2.2, -0.3, 0.5], [-0.4, -0.3, 0.7], [-0.2, -0.4, -2.1], [-0.9, 1.0, 1.3], [2.0, 2.5, 2.7], [0.8, 0.3, -0.7], [-0.3, 0.1, 0.9], [0.0, -0.1, -0.3], [-0.2, 0.1, -1.0], [-2.8, -0.5, -0.4], [0.1, 0.0, 1.2], [0.7, 0.9, 0.3], [-1.0, 1.5, 0.5], [-0.3, -0.5, 0.6], [0.5, 0.5, -0.6]], "homo_ev": -8.918, "fmax_ha_per_bohr": 0.137}

---

{"formula": "C4H11S", "method": "ωB97M-V/def2-TZVPD", "elements": ["C", "C", "H", "H", "H", "H", "H", "H", "C", "C", "S", "H", "H", "H", "H", "H"], "xyz": [[-0.61545, 2.68197, 0.02464], [-1.80862, 2.62509, 0.89843], [-0.97568, 2.96598, -0.96459], [-0.08004, 1.73636, -0.15298], [0.22599, 3.27692, 0.39155], [-2.53575, 1.83146, 0.69281], [-1.59688, 2.58449, 1.97692], [-2.52440, 3.47227, 0.89269], [1.63340, -2.03891, 0.88889], [1.40445, -1.53077, -0.53193], [-0.33649, -1.02377, -0.77126], [2.62359, -2.49590, 1.06082], [0.88435, -2.81234, 1.08006], [1.53050, -1.27906, 1.66383], [1.63410, -2.27149, -1.29582], [2.07418, -0.66674, -0.65439]], "atomic_forces_ev_per_a": [[1.0, -0.4, -1.1], [-1.9, 0.2, 2.0], [0.5, 0.4, -0.2], [-0.9, -0.3, 0.3], [-0.5, 0.8, -0.1], [0.7, -0.5, -0.2], [0.3, -0.4, -0.2], [0.8, 0.4, -0.6], [0.2, -0.9, 0.0], [-0.2, 0.8, 0.5], [0.0, 0.1, -0.1], [0.0, 0.0, -0.3], [0.0, 0.0, 0.2], [-0.3, 0.3, -0.2], [0.3, -0.2, 0.2], [-0.1, -0.1, -0.3]], "homo_ev": -2.213, "fmax_ha_per_bohr": 0.054, "total_charge": -1}

---

{"formula": "C4H11S", "method": "ωB97M-V/def2-TZVPD", "elements": ["S", "H", "C", "C", "C", "C", "H", "H", "H", "H", "H", "H", "H", "H", "H", "H"], "xyz": [[0.13617, -2.17232, 0.47411], [1.03218, -3.08872, 0.87168], [-0.66736, 2.35571, 0.30591], [-0.12112, 0.94846, 0.06018], [-0.93551, 0.21580, -1.04562], [1.34680, 0.92911, -0.25398], [-0.14509, 2.87084, 1.16687], [-0.61132, 2.89638, -0.70178], [-1.74501, 2.14972, 0.57030], [-0.29229, 0.31277, 0.93014], [-0.32820, -0.62719, -1.37445], [-1.08182, 0.89356, -1.92215], [-1.87597, -0.14777, -0.61868], [1.91071, 1.43634, 0.57601], [1.64597, -0.14619, -0.29277], [1.57540, 1.51290, -1.18984]], "atomic_forces_ev_per_a": [[0.2, -1.0, 0.3], [0.0, -0.2, 0.1], [-0.5, -0.5, -0.3], [-0.7, -0.1, -0.6], [0.6, 1.1, -0.3], [1.0, 0.4, 0.2], [-0.6, -0.2, -1.0], [-0.2, -0.1, 1.6], [0.7, 1.0, -0.2], [0.3, 0.3, 0.2], [-0.3, -0.1, -0.1], [-0.2, -0.4, 0.6], [0.0, 0.1, -0.4], [-0.3, -0.4, -0.6], [0.1, 0.9, -0.2], [-0.1, -0.7, 0.7]], "spin_multiplicity": 2, "homo_ev": [4.171, -0.197], "s_squared": 0.7509, "fmax_ha_per_bohr": 0.031, "total_charge": -2}